[1]
This record from OMol25 describes 2 unconnected molecules or ions with the total composition Cl2HO2P. The level of theory is ωB97M-V/def2-TZVPD.

Results
- Largest force on an atom: 0.9 eV/Å
- HOMO-LUMO gap: 9.71 eV
- ΔE to the lowest compared entry with this formula, charge and spin: 0.00 kcal per mole
- HOMO energy: -10.72 eV
- Multiplicity: 1

Last column: Löwdin charge in e.
Element x y z (Å)
O 0.923 0.355 -2.139  -0.5509
O -1.389 -1.829 1.161  -0.5378
P -0.382 -1.160 1.966  0.4459
Cl 0.332 0.705 -0.595  0.5175
Cl -0.913 0.828 2.108  0.0890
H 1.430 1.101 -2.500  0.0363

[2]
This record from OMol25 describes a molecular structure, C23H33NOP2Pd. The level of theory is ωB97M-V/def2-TZVPD.

Results
- Largest force on an atom: 1.9 eV/Å
- Charge: +2
- HOMO-LUMO gap (alpha / beta): 6.62 / 5.68 eV
- HOMO energy (alpha / beta): -12.02 / -14.50 eV
- Multiplicity: 5

Last column: Löwdin charge in e.
Element x y z (Å)
C -3.699 -2.573 0.219  -0.0191
C -2.601 -1.874 -0.282  -0.2143
C -2.570 -0.460 -0.151  -0.1741
C -3.680 0.222 0.473  -0.1409
C -4.705 -0.547 1.076  0.0240
C -4.720 -1.921 0.926  -0.0188
C -3.674 1.628 0.458  -0.0283
C -2.830 2.324 -0.424  -0.1457
C -1.764 1.579 -1.049  -0.1745
C -0.996 2.186 -2.077  -0.2135
C -1.236 3.521 -2.395  -0.0233
C -2.183 4.280 -1.698  -0.0216
C -2.968 3.702 -0.718  0.0240
H -3.734 -3.654 0.084  0.1267
H -5.494 -0.019 1.616  0.1358
H -5.523 -2.513 1.361  0.1281
H -4.470 2.165 0.970  0.1226
H -0.650 3.980 -3.195  0.1285
H -2.296 5.337 -1.936  0.1285
H -3.721 4.270 -0.168  0.1353
N -1.509 0.308 -0.580  0.0268
Pd 0.451 -0.174 0.029  0.6798
C -1.458 -2.616 -0.949  -0.2565
H -1.268 -2.259 -1.974  0.1059
H -1.657 -3.696 -0.967  0.1083
C 0.080 1.400 -2.806  -0.2560
H -0.305 0.457 -3.226  0.1053
H 0.537 2.006 -3.602  0.1097
P 0.078 -2.389 0.016  0.7946
P 1.429 0.966 -1.649  0.7993
C 2.127 2.592 -1.249  -0.2006
H 2.974 2.470 -0.565  0.0313
H 2.456 3.084 -2.173  0.0782
H 1.363 3.209 -0.762  0.0641
C 2.685 0.076 -2.594  -0.2162
H 3.184 0.765 -3.288  0.0720
H 3.416 -0.343 -1.891  0.0516
H 2.208 -0.741 -3.151  0.0569
C -0.333 -3.152 1.607  -0.1993
H -0.626 -4.197 1.446  0.0791
H 0.541 -3.107 2.265  0.0372
H -1.162 -2.605 2.070  0.0643
C 1.343 -3.422 -0.751  -0.2119
H 2.298 -3.241 -0.243  0.0447
H 1.064 -4.479 -0.652  0.0732
H 1.444 -3.159 -1.811  0.0567
H -3.101 2.356 2.482  0.0250
H -2.636 2.452 3.078  0.0763
C 3.890 -0.843 3.149  -0.1300
C 4.536 0.328 2.394  -0.1285
C 3.547 0.669 1.286  -0.1973
O 2.612 -0.430 1.155  -0.2865
C 2.884 -1.429 2.168  -0.1873
H 4.612 -1.593 3.473  0.1263
H 3.364 -0.476 4.037  0.1237
H 5.488 0.017 1.949  0.1244
H 4.718 1.196 3.034  0.1270
H 2.969 1.573 1.531  0.1208
H 4.039 0.815 0.312  0.1088
H 3.292 -2.318 1.660  0.1208
H 1.936 -1.704 2.649  0.0987

[3]
This record from OMol25 describes C3H3N3S in the gas phase. The level of theory is ωB97M-V/def2-TZVPD.

Results
- Largest force on an atom: 7.6 eV/Å
- HOMO-LUMO gap: 8.28 eV
- ΔE to the lowest compared entry with this formula, charge and spin: 71.76 kcal per mole
- HOMO energy: -9.51 eV
- Multiplicity: 1

Last column: Löwdin charge in e.
Element x y z (Å)
C -1.560 -0.856 0.252  -0.5224
C 0.142 0.928 -0.057  -0.0570
C 1.573 0.795 0.046  -0.0257
H -1.691 -1.868 0.609  0.0635
H -0.281 1.849 -0.178  0.0728
H 2.454 1.299 0.165  0.0568
N -0.266 -0.370 -0.126  -0.2558
N 1.777 -0.607 -0.234  -0.0169
N 0.686 -1.288 -0.272  0.0229
S -2.834 0.119 -0.205  0.6617

[4]
This record from OMol25 describes a molecular structure, C25H18N5O5OsSe. The level of theory is ωB97M-V/def2-TZVPD.

Results
- Largest force on an atom: 0.7 eV/Å
- Charge: +1
- HOMO-LUMO gap: 7.07 eV
- ΔE to the lowest compared entry with this formula, charge and spin: 14.54 kcal per mole
- HOMO energy: -11.23 eV
- Multiplicity: 1

Last column: Löwdin charge in e.
Element x y z (Å)
Os -0.280 -0.288 -0.019  1.6221
O 3.624 0.722 4.609  0.1305
C 2.788 0.448 3.612  -0.2523
C 2.004 -0.714 3.564  0.1087
C 1.173 -0.886 2.488  -0.1844
N 1.091 0.016 1.515  -0.0104
C 1.850 1.111 1.529  -0.1358
C 2.717 1.371 2.559  0.1237
C 1.642 1.952 0.303  -0.5270
O 2.284 2.949 0.101  0.1406
O 0.725 1.464 -0.505  -0.1767
C 0.308 -2.095 2.222  -0.5716
O 0.278 -3.020 2.984  0.1460
O -0.320 -2.021 1.060  -0.2104
H 3.613 0.038 5.291  0.1363
H 2.038 -1.482 4.326  0.1469
H 3.323 2.265 2.543  0.1521
C -1.944 2.204 -0.312  -0.1380
N -1.742 0.923 -0.970  -0.1417
C -2.662 0.353 -1.698  -0.0291
C -2.482 -1.008 -1.943  -0.2878
C -3.045 -2.033 -2.706  -0.0084
C -2.300 -3.173 -2.427  -0.0474
C -1.308 -2.817 -1.503  -0.1250
N -1.419 -1.516 -1.216  -0.1202
C -2.028 1.982 1.180  -0.1926
C -1.901 0.702 1.708  -0.1247
C -1.862 0.459 3.077  -0.0509
C -1.967 1.529 3.948  -0.0523
C -2.118 2.815 3.440  -0.0394
C -2.148 3.041 2.073  -0.0119
H -2.822 2.723 -0.699  0.1406
H -1.076 2.826 -0.525  0.1233
H -3.516 0.930 -2.039  0.1529
H -3.887 -1.946 -3.371  0.1141
H -2.452 -4.161 -2.828  0.1065
H -0.579 -3.448 -1.024  0.0950
H -2.066 -0.215 1.096  0.1025
H -1.798 -0.555 3.451  0.1225
H -1.956 1.361 5.016  0.1147
H -2.213 3.651 4.119  0.1174
H -2.246 4.051 1.694  0.1276
Se 2.263 -2.422 -0.636  1.2570
N 1.188 -1.080 -1.193  -0.3724
C 1.451 -0.809 -2.460  -0.3038
C 0.810 0.178 -3.261  -0.0068
C 1.219 0.301 -4.547  -0.0255
C 2.261 -0.514 -5.109  -0.0422
C 2.900 -1.452 -4.377  0.0011
C 2.509 -1.628 -3.013  -0.3492
N 3.051 -2.506 -2.196  -0.2001
H 0.047 0.810 -2.833  0.0958
H 0.755 1.047 -5.178  0.1185
H 2.535 -0.358 -6.143  0.1162
H 3.689 -2.073 -4.776  0.1257

[5]
This record from OMol25 describes 13 unconnected molecules or ions with the total composition H26O13. The level of theory is ωB97M-V/def2-TZVPD.

Results
- Largest force on an atom: 1.2 eV/Å
- HOMO-LUMO gap: 8.23 eV
- ΔE to the lowest compared entry with this formula, charge and spin: 62.83 kcal per mole
- HOMO energy: -9.41 eV
- Multiplicity: 1

Last column: Löwdin charge in e.
Element x y z (Å)
O -1.458 2.827 -1.377  -0.0573
H -1.403 2.295 -0.569  -0.0055
H -1.637 3.715 -1.057  0.0361
O 2.277 1.019 -0.762  -0.0380
H 3.064 1.491 -1.063  0.0695
H 2.050 1.439 0.074  0.0444
O 2.356 -1.666 2.114  -0.0512
H 2.676 -1.534 3.013  0.0527
H 1.643 -1.001 2.007  0.0101
O -2.774 0.223 1.223  -0.0603
H -3.675 0.306 1.550  0.0653
H -2.445 1.141 1.129  0.0056
O -3.029 0.534 -1.856  -0.0646
H -2.554 -0.015 -1.234  -0.0275
H -2.342 1.024 -2.320  0.0014
O -0.713 -0.334 -3.366  -0.0599
H -0.362 -0.978 -2.750  -0.0086
H 0.040 0.225 -3.581  0.0195
O 2.072 -0.531 -3.154  -0.0442
H 2.891 -0.472 -3.658  0.0495
H 2.310 -0.254 -2.256  0.0009
O 0.765 0.655 2.572  -0.0413
H 1.271 1.459 2.749  0.0721
H 0.768 0.180 3.416  0.0800
O -0.282 -0.718 -0.606  -0.0308
H 0.602 -0.390 -0.409  0.0245
H -0.843 -0.371 0.103  0.0272
O -1.348 2.477 1.458  -0.0466
H -0.563 2.130 1.927  0.0386
H -1.637 3.216 2.008  0.0850
O 4.734 -1.717 0.564  -0.0726
H 3.904 -1.342 0.915  -0.0105
H 4.931 -1.204 -0.221  0.0152
O -2.064 -2.805 -1.550  -0.0552
H -1.383 -3.427 -1.823  0.0366
H -1.576 -2.076 -1.137  -0.0165
O -1.815 -2.121 2.598  -0.0641
H -2.750 -2.236 2.791  0.0342
H -1.703 -1.167 2.535  -0.0135

[6]
This record from OMol25 describes C4H9NO2S in the gas phase. The level of theory is ωB97M-V/def2-TZVPD.

Results
- Largest force on an atom: 2.9 eV/Å
- HOMO-LUMO gap: 9.53 eV
- ΔE to the lowest compared entry with this formula, charge and spin: 58.39 kcal per mole
- HOMO energy: -8.98 eV
- Multiplicity: 1

Last column: Löwdin charge in e.
Element x y z (Å)
C -0.452 -1.324 -0.471  -0.3009
C -0.954 0.136 -0.469  -0.5385
C 0.538 -0.241 -0.652  -0.4468
C 1.576 0.103 0.423  -0.1925
H -0.311 -1.644 1.606  0.0912
H 0.105 -2.995 0.645  0.0966
H -0.784 -1.769 -1.389  0.1388
H -1.457 0.368 -1.385  0.0876
H -2.445 -0.052 1.404  -0.0626
H 1.465 0.751 -2.041  0.0865
H 2.515 -0.431 0.237  0.1380
H 1.196 -0.069 1.416  0.0958
H 1.241 2.125 0.684  0.1326
N -0.571 -2.185 0.704  0.0275
O 1.054 -0.110 -1.984  0.0183
O 1.844 1.466 0.187  -0.0941
S -1.560 1.008 0.955  0.7226

[7]
This record from OMol25 describes a molecular structure, C29H29N2O3OsS2. The level of theory is ωB97M-V/def2-TZVPD.

Results
- Largest force on an atom: 7.5 eV/Å
- Charge: +1
- HOMO-LUMO gap (alpha / beta): 4.71 / 3.66 eV
- HOMO energy (alpha / beta): -8.59 / -11.09 eV
- Multiplicity: 5

Last column: Löwdin charge in e.
Element x y z (Å)
C -1.159 2.196 -1.590  -0.1431
C -1.082 1.095 -2.476  -0.1527
C -1.903 0.074 -1.974  -0.1531
H -0.480 1.038 -3.367  0.1212
C -2.475 0.532 -0.767  -0.1831
C -2.022 1.852 -0.540  -0.1849
H -3.096 -0.037 -0.100  0.1150
C 1.768 1.692 -0.069  -0.1562
C 1.729 1.268 -1.415  -0.1686
C 1.874 -0.135 -1.441  -0.0926
H 1.606 1.902 -2.275  0.1188
C 2.041 -0.582 -0.107  -0.2858
C 1.976 0.550 0.725  -0.1787
H -2.020 -0.907 -2.400  0.1151
H -2.246 2.451 0.323  0.0600
H -0.621 3.124 -1.684  0.1246
H 1.996 0.546 1.799  0.0813
H 1.868 -0.750 -2.324  0.1269
H 1.654 2.699 0.292  0.0959
Os -0.166 0.374 -0.374  1.3360
C 2.270 -1.993 0.366  -0.4925
C 3.597 -2.042 1.132  -0.0209
C 2.336 -2.976 -0.800  -0.0229
H 4.379 -1.544 0.564  0.1001
H 3.907 -3.073 1.306  0.0960
H 3.517 -1.546 2.096  0.0900
H 3.256 -2.844 -1.366  0.1014
H 1.500 -2.850 -1.484  0.0839
H 2.318 -4.001 -0.431  0.0977
C 1.153 -2.421 1.341  -0.0387
C -0.176 -2.544 0.678  -0.3999
H 1.034 -1.666 2.119  0.1379
H 1.436 -3.345 1.837  0.1374
O -0.601 -1.681 -0.119  -0.1071
N -0.953 -3.619 0.907  0.0934
C -2.375 -3.743 0.668  -0.1089
H -0.426 -4.472 1.013  0.1505
C -2.793 -3.804 -0.784  -0.2203
C -3.921 -3.155 -1.267  -0.0496
H -4.560 -2.579 -0.612  0.1140
C -4.265 -3.256 -2.609  -0.0784
H -5.156 -2.753 -2.961  0.1087
C -3.484 -3.996 -3.481  -0.0805
H -3.754 -4.072 -4.526  0.1072
C -2.351 -4.644 -3.004  -0.0727
H -1.734 -5.226 -3.676  0.1070
C -2.011 -4.550 -1.665  -0.0456
H -1.128 -5.062 -1.300  0.1099
H -2.896 -2.927 1.169  0.1319
H -2.697 -4.649 1.181  0.1379
O -2.229 6.100 2.432  -0.1598
S -1.095 5.729 1.463  0.8733
O -1.597 5.816 0.014  -0.2272
N -1.371 4.001 1.594  -0.1082
C -0.347 3.267 1.864  -0.6416
S -0.527 1.413 1.987  0.6911
C 0.850 4.098 2.144  -0.2457
C 2.128 3.706 2.558  -0.0152
C 3.127 4.686 2.713  -0.0258
C 2.841 6.041 2.467  -0.0529
C 1.555 6.426 2.077  -0.0416
C 0.582 5.441 1.928  -0.2672
H 2.359 2.667 2.743  0.1075
H 4.125 4.399 3.016  0.1136
H 3.613 6.792 2.580  0.1127
H 1.320 7.467 1.892  0.1240

[8]
This record from OMol25 describes 2 unconnected molecules or ions with the total composition C4H11NO. The level of theory is ωB97M-V/def2-TZVPD.

Results
- Largest force on an atom: 1.0 eV/Å
- HOMO-LUMO gap: 10.77 eV
- ΔE to the lowest compared entry with this formula, charge and spin: 6.04 kcal per mole
- HOMO energy: -9.92 eV
- Multiplicity: 1

Last column: Löwdin charge in e.
Element x y z (Å)
C -0.590 -2.049 -1.665  -0.1553
C -1.344 -0.738 -1.965  -0.1746
H 0.078 -2.264 -2.502  0.0587
H 0.091 -1.875 -0.827  0.0507
H -1.309 -2.860 -1.539  0.0588
H -0.995 -0.287 -2.899  0.0579
H -1.264 0.024 -1.200  0.0409
H -2.431 -0.862 -2.101  0.0590
C 0.715 0.441 2.404  -0.0125
C 1.095 1.086 1.102  -0.6085
O 1.633 0.446 0.228  0.0388
N 0.950 2.442 1.019  0.1502
H 0.240 1.076 3.143  0.0686
H 1.631 0.054 2.825  0.0836
H 1.204 2.854 0.135  0.1049
H 0.257 2.918 1.568  0.0934
H 0.039 -0.407 2.273  0.0856